{
  "formula": "C6H7IO3",
  "method": "ωB97M-V/def2-TZVPD",
  "symbols": ["C", "C", "C", "C", "C", "C", "O", "O", "O", "I", "H", "H", "H", "H", "H", "H", "H"],
  "coordinates": [[-2.385, -0.889, -0.256], [0.073, 0.190, -1.069], [0.601, -1.049, 1.060], [1.922, -0.692, 1.658], [0.192, 0.221, 0.436], [-0.138, 1.523, -1.656], [-2.614, 0.131, -0.656], [0.122, -0.875, -1.640], [-2.293, -1.985, 0.094], [-0.072, 1.881, 1.615], [0.580, -1.739, 0.332], [-0.069, -1.527, 1.770], [1.911, -0.419, 2.768], [2.712, -0.339, 0.902], [0.657, 2.214, -1.354], [-1.089, 1.851, -1.272], [-0.110, 1.503, -2.730]],
  "energy_ha": -756.13507,
  "fmax_ha_per_bohr": 0.0967,
  "orbital_gap_ev": [8.29, 7.24],
  "spin_multiplicity": 1,
  "charge": 0,
  "homo_ev": [-8.439, -8.470],
  "e_above_lowest_kcal_mol": 51.8
}